Here is a molecular structure, CH2ClN2OP from OMol25. Energies are from the ωB97M-V functional and the def2-TZVPD basis.

E_LUMO = -0.3 eV

Geometry (Å):
C: 0.6462 1.0463 0.2392
N: 0.5731 2.3367 0.0495
N: -0.6860 2.6828 -0.4491
O: -0.4048 0.3220 -0.0623
P: -1.6299 1.3772 -0.6175
Cl: -0.5696 -4.0852 0.5070
H: 1.5641 0.6407 0.6023
H: 0.5068 -4.3204 -0.2691

---

Here is a single CH2ClN3O3 molecule from OMol25. Energies are from the ωB97M-V functional and the def2-TZVPD basis.

SMILES = NC(=O)N(Cl)[N+](=O)[O-]
E_LUMO = -0.2 eV

Geometry (Å):
N: 1.2723 -0.0340 -0.8171
C: 0.3070 -0.9046 -0.4203
O: 0.1290 -2.0612 -0.6343
N: -0.8288 -0.1301 0.0958
Cl: -2.3559 -0.9127 0.0396
N: -0.7456 0.9675 0.9391
O: 0.4189 1.3261 1.1079
O: -1.7695 1.4632 1.1376
H: 1.4315 0.7965 -0.3248
H: 2.1411 -0.5107 -1.1234

---

The following gap between HOMO and LUMO values (in eV) correspond, in order, to the records above: 9.9; 10.4.